# 1
Below is the ion C5H9BrN with charge +1, with properties calculated with ωB97M-V with the def2-TZVPD basis set.

Summary:
Net charge: +1
Energy relative to the best compared isomer or geometry (same formula, charge and spin): 0.0 kcal per mole
E_tot: -76855.3150 eV

Atoms and positions in Å:
H  0.312  0.475  -1.359
H  0.626  1.729  0.836
H  -0.622  -1.689  -1.451
C  -1.740  0.818  -0.647
C  0.309  0.721  0.727
C  1.419  -0.339  0.919
H  -2.254  0.483  0.292
N  -0.301  0.262  -0.519
H  1.644  -0.486  1.989
H  -0.527  0.663  1.566
C  -0.096  -1.162  -0.640
Br  2.929  0.282  -0.213
H  -1.642  1.905  -0.544
C  0.777  -1.518  0.242
H  -2.105  0.347  -1.548
H  1.272  -2.492  0.351

Cartesian forces (eV/Å) of the 2 atoms listed first:
-0.85 1.31 0.97
0.39 0.89 -0.96


# 2
Below is the ion C4H13N2Si with charge +1, with properties calculated with ωB97M-V with the def2-TZVPD basis set.

Summary:
Net charge: +1
Energy relative to the best compared isomer or geometry (same formula, charge and spin): 89.7 kcal per mole
E_tot: -15207.3984 eV

Atoms and positions in Å:
N  -2.074  -0.043  -0.282
H  1.835  1.678  1.333
H  3.309  -0.338  1.286
H  0.810  0.239  -1.081
H  2.365  -2.068  -0.375
N  1.194  0.179  -0.033
C  -1.206  -0.555  0.662
H  3.643  -0.386  -1.324
H  0.474  -0.747  1.655
C  -3.406  -0.700  -0.432
Si  2.982  -0.800  -0.063
H  -3.869  -0.706  -1.504
H  -3.540  -1.871  -0.132
H  2.125  2.086  -0.456
H  -1.809  0.126  -1.275
C  0.137  -0.392  0.757
C  1.414  1.613  0.296
H  0.449  2.215  0.142
H  -4.224  -0.111  -0.012
H  -1.752  -0.937  1.474

Cartesian forces (eV/Å) of the 2 atoms listed first:
-1.12 -1.26 -2.20
-0.60 0.17 -0.95


# 3
Below is an isolated molecule of C16H25NO5, with properties calculated with ωB97M-V with the def2-TZVPD basis set.

Summary:
Net charge: 0
Energy relative to the best compared isomer or geometry (same formula, charge and spin): 6.3 kcal per mole
E_tot: -28724.4673 eV

Atoms and positions in Å:
H  -1.941  4.475  -0.958
H  -2.229  -3.404  -2.688
C  -1.419  3.177  -2.579
C  1.353  -1.535  0.175
H  -1.323  1.540  1.560
H  -0.820  0.696  -1.190
C  0.205  -1.032  -0.465
H  3.218  -0.973  1.093
O  -1.314  -2.859  -0.159
H  1.768  -2.172  2.840
C  -0.901  -1.953  -0.838
C  0.065  0.328  -0.695
N  -0.515  3.128  -0.292
H  -3.024  2.492  -1.725
C  1.036  1.225  -0.269
H  2.568  -3.671  3.332
H  2.935  1.406  0.712
C  0.858  2.704  -0.511
H  -0.008  4.274  1.428
H  -3.303  -2.425  -1.670
H  2.298  -4.530  0.970
H  1.555  3.273  0.127
O  1.450  -2.879  0.264
H  0.911  1.637  1.993
C  1.834  -3.245  2.645
O  -2.328  2.145  -2.295
H  -0.228  -3.541  2.094
H  0.541  -4.968  2.787
H  3.349  -3.102  1.082
C  2.324  -0.630  0.595
H  -1.738  4.090  1.072
C  -1.036  3.988  -1.334
C  -2.542  -2.385  -2.452
C  -0.872  2.404  2.063
H  -1.514  2.704  2.895
H  -2.928  -1.889  -3.339
C  2.321  -3.464  1.212
H  -0.329  4.782  -1.631
C  0.467  -3.885  2.856
O  -1.431  -1.616  -2.021
O  0.353  2.062  2.657
C  -0.777  3.571  1.063
H  -1.836  3.866  -3.330
C  2.161  0.727  0.378
H  -0.547  2.684  -3.012
H  1.130  2.911  -1.551
H  0.072  -3.626  3.835

Cartesian forces (eV/Å) of the 2 atoms listed first:
0.05 0.03 -0.02
-0.04 0.08 0.02


# 4
Below is a cluster of 2 separate species, C2H2O3 in total, with properties calculated with ωB97M-V with the def2-TZVPD basis set.

Summary:
Net charge: 0
Energy relative to the best compared isomer or geometry (same formula, charge and spin): 150.2 kcal per mole
E_tot: -8242.0821 eV

Atoms and positions in Å:
O  -1.233  -1.546  -0.002
O  0.905  -0.135  0.449
C  -1.058  -1.007  1.200
H  2.051  0.958  -0.657
C  0.994  0.740  -0.392
H  0.244  1.294  -1.072
O  -1.904  -0.303  0.474

Cartesian forces (eV/Å) of the 2 atoms listed first:
-0.13 -0.58 -0.31
-0.77 1.57 -0.93


# 5
Below is a cluster of 2 separate species, C5H14NO in total, with properties calculated with ωB97M-V with the def2-TZVPD basis set.

Summary:
Net charge: +1
Energy relative to the best compared isomer or geometry (same formula, charge and spin): 62.1 kcal per mole
E_tot: -8941.3148 eV

Atoms and positions in Å:
H  0.942  -2.495  0.690
C  0.964  -2.278  1.760
H  0.349  -2.988  2.395
H  0.992  1.240  -1.345
C  0.500  -0.820  1.812
H  -0.156  2.272  -2.074
H  -0.600  0.511  -2.087
N  -0.062  1.297  -1.600
H  -0.338  1.743  1.802
H  -1.583  0.412  -0.138
H  0.801  2.338  1.040
H  1.956  -2.302  2.236
O  -1.227  -0.769  -2.888
H  0.008  -0.496  2.806
H  1.545  -0.128  0.188
H  -0.562  -1.449  -2.689
C  0.872  0.167  0.946
H  -1.966  -1.331  -3.225
H  -1.612  2.233  -0.279
C  -0.923  1.385  -0.275
C  0.100  1.457  0.925

Cartesian forces (eV/Å) of the 2 atoms listed first:
0.45 -0.81 0.34
-0.49 0.86 0.81


# 6
Below is a structure of composition C6H7N, with properties calculated with ωB97M-V with the def2-TZVPD basis set.

Summary:
Net charge: 0
Energy relative to the best compared isomer or geometry (same formula, charge and spin): 49.1 kcal per mole
E_tot: -7823.5177 eV

Atoms and positions in Å:
N  -0.650  0.648  1.747
H  -1.313  -1.359  1.914
H  0.078  -0.844  -1.996
C  1.054  1.055  0.010
C  -0.960  -0.260  -0.178
H  2.419  -0.465  -0.674
C  -0.414  1.108  0.335
H  -1.911  -0.262  -0.717
C  -1.052  -0.488  1.307
H  0.260  -2.024  -0.697
C  0.200  -0.951  -0.910
C  1.401  -0.127  -0.499
H  1.740  1.863  0.247
H  -0.938  2.037  0.090

Cartesian forces (eV/Å) of the 2 atoms listed first:
-0.14 -0.31 -0.17
-0.06 0.17 -0.07


# 7
Below is a structure of composition C4H4N2O2, with properties calculated with ωB97M-V with the def2-TZVPD basis set.

Summary:
Net charge: 0
Energy relative to the best compared isomer or geometry (same formula, charge and spin): 104.3 kcal per mole
E_tot: -11284.0164 eV

Atoms and positions in Å:
N  1.271  1.012  0.004
C  -0.095  1.115  0.096
H  -0.503  -2.660  1.011
H  -0.425  -2.859  -0.805
N  1.738  -0.292  0.009
C  0.588  -0.937  0.042
H  1.955  1.732  -0.092
O  -1.509  -1.129  -0.076
H  -1.574  2.209  -0.201
C  -0.532  -0.194  -0.108
O  -0.678  2.323  0.030
C  -0.463  -2.154  0.032

Cartesian forces (eV/Å) of the 2 atoms listed first:
-0.10 -0.96 0.54
-0.21 -0.83 -1.78


# 8
Below is a cluster of 2 separate species, C18H36FN4OSSi in total, with properties calculated with ωB97M-V with the def2-TZVPD basis set.

Summary:
Net charge: +1
E_tot: -48684.3776 eV

Atoms and positions in Å:
N  1.206  -2.045  -2.942
H  -4.061  0.541  6.295
H  -3.087  -0.521  4.468
H  1.741  0.901  2.591
C  -2.796  3.328  1.428
C  -0.695  -1.850  -1.512
C  2.576  -1.493  -3.167
O  -1.736  7.270  2.099
C  -0.312  5.400  1.725
C  1.896  -4.372  -5.107
H  1.981  -3.735  -7.181
H  -0.544  -3.967  -0.989
F  -0.956  6.244  3.868
H  -1.466  -2.144  -2.226
H  0.004  -0.281  -2.889
Si  -0.406  3.566  2.213
H  -0.061  -3.743  -5.707
H  2.856  -2.664  -6.083
N  0.656  0.448  0.955
H  -0.022  1.384  4.282
H  1.029  -0.555  -1.454
C  0.535  -3.748  -4.790
H  2.491  -0.583  -3.755
N  -0.691  3.414  3.902
H  -1.462  -0.418  5.103
H  2.039  3.273  2.023
H  -2.044  0.959  3.046
H  0.723  5.725  1.627
H  -0.485  -1.971  -4.201
C  -2.142  1.352  4.056
H  1.734  -5.425  -5.343
H  3.173  -2.232  -3.695
H  1.255  -4.156  -2.528
C  0.376  -1.026  -2.189
H  0.038  3.884  4.428
C  2.604  -3.707  -6.286
H  -0.027  -4.379  -4.098
H  -3.005  2.012  4.133
H  -0.905  2.182  5.556
H  3.534  -4.226  -6.513
H  2.555  -4.359  -4.234
H  3.025  -1.269  -2.204
C  0.077  -3.074  -1.014
C  -0.864  2.057  4.475
H  1.032  -1.658  -5.007
S  -4.234  3.878  1.668
H  -2.702  -0.205  7.087
H  -0.744  5.464  0.728
C  -2.388  0.143  4.973
N  -1.700  2.835  1.237
H  -1.180  -1.306  -0.704
C  0.544  -2.315  -4.289
H  0.178  0.973  0.215
H  2.208  -3.151  -1.453
C  1.262  -3.223  -1.982
C  1.181  2.774  1.574
H  0.447  -2.910  -0.004
C  1.217  1.294  1.722
C  -1.082  6.386  2.545
C  -2.976  0.529  6.331
H  -2.611  1.490  6.688
H  1.211  3.006  0.505

Cartesian forces (eV/Å) of the 2 atoms listed first:
0.16 0.24 0.12
-0.11 0.24 -0.02


no.,highest occupied orbital energy (eV),maximum force (eV Å⁻¹),gap between HOMO and LUMO (eV)
1,-14.408,3.56,10.7960
2,-12.270,4.47,8.4299
3,-8.430,0.63,9.2065
4,-10.314,1.98,10.6085
5,-12.778,3.82,9.5302
6,-9.263,0.38,10.2834
7,-8.264,3.49,8.8305
8,-11.551,1.15,9.2946